A | Here is the molecule C2H2FN3O from the Open Molecules 2025 dataset. Energies are from ωB97M-V/def2-TZVPD.

The geometry in ORCA input format:
```
! RIJCOSX wB97M-V def2-TZVPD def2/J DEFGRID3
* xyz 0 1
H 1.439 1.217 -1.424
N -0.237 0.988 0.711
N 0.606 0.659 -1.502
N 0.630 -0.489 -1.125
C 0.144 -1.104 -0.181
H 0.210 -2.145 -0.192
O -1.137 -0.913 1.755
F -1.089 2.002 1.002
C -0.565 -0.214 0.957
*
```

The HOMO energy (spin up / spin down) comes out at -0.34322 / -0.34337 Eh. The value obtained for the lowest unoccupied orbital energy (spin up / spin down) is -1.8 / -1.8 eV.

***

B | Here is the molecule C2H2FN3O from the Open Molecules 2025 dataset. Energies are from ωB97M-V/def2-TZVPD.

The geometry in ORCA input format:
```
! RIJCOSX wB97M-V def2-TZVPD def2/J DEFGRID3
* xyz 0 1
O 1.883 -0.701 0.000
F 0.910 2.168 -0.001
H 1.865 -1.667 0.011
C 0.613 -0.263 -0.005
N -1.460 -0.182 -0.001
N -0.451 -1.039 -0.001
H -2.405 -0.489 -0.004
C 0.185 1.072 -0.002
N -1.139 1.101 0.002
*
```

The HOMO energy comes out at -0.34906 Eh. The SMILES is Oc1n[nH]nc1F. The value obtained for the lowest unoccupied orbital energy is 0.8 eV.

***

Most stable to least stable: B, A

***

A | Here is the molecule C3H7PS2 from the Open Molecules 2025 dataset. Energies are from ωB97M-V/def2-TZVPD.

The geometry in ORCA input format:
```
! RIJCOSX wB97M-V def2-TZVPD def2/J DEFGRID3
* xyz 0 1
H 0.267 -0.772 -0.380
P 2.071 0.088 1.272
S 0.167 1.128 1.757
H -2.845 -0.920 -1.065
H 2.957 0.825 2.115
C -1.738 -1.018 -1.217
H -1.540 -0.797 -2.325
C -0.997 0.362 0.715
H -1.962 0.586 1.020
C -0.694 -0.337 -0.383
S 2.843 0.889 -0.497
H -1.767 -2.118 -0.959
H 3.238 2.083 -0.053
*
```

The HOMO energy comes out at -0.30471 Eh. The SMILES is C/C=C/SPS. The value obtained for the lowest unoccupied orbital energy is 0.6 eV.

***

B | Here is a cluster of 2 separate species, C3H7PS2 in total from the Open Molecules 2025 dataset. Energies are from ωB97M-V/def2-TZVPD.

The geometry in ORCA input format:
```
! RIJCOSX wB97M-V def2-TZVPD def2/J DEFGRID3
* xyz 0 1
H 2.830 0.568 -0.071
H -3.232 0.135 0.759
H -2.414 -0.808 2.250
H 0.403 -0.699 -1.617
P -0.517 1.300 1.111
H -1.829 -0.873 0.411
C 1.972 -0.092 -0.336
S 1.169 0.020 1.406
C -2.478 -0.632 1.153
C 0.948 0.251 -1.363
S -0.455 1.373 -0.953
H 2.238 -1.127 -0.474
H 1.365 0.585 -2.277
*
```

The HOMO energy (spin up / spin down) comes out at -0.25917 / -0.28936 Eh. The value obtained for the lowest unoccupied orbital energy (spin up / spin down) is 0.3 / -0.1 eV.

***

Most stable to least stable: A, B

***

A | Here is a cluster of 3 separate species, C2H12NO2S in total from the Open Molecules 2025 dataset. Energies are from ωB97M-V/def2-TZVPD.

The geometry in ORCA input format:
```
! RIJCOSX wB97M-V def2-TZVPD def2/J DEFGRID3
* xyz 1 1
H -3.601 -1.721 -2.781
H 1.087 -1.274 -0.091
H 0.956 1.032 4.055
H 1.682 0.511 -1.874
N -0.105 0.021 1.013
S 0.597 2.334 -0.805
H -2.711 -2.211 -3.898
C 1.352 0.706 -0.860
O -2.700 -1.639 -3.122
C 0.488 -0.400 -0.312
O 1.088 0.219 3.561
H 1.033 -0.538 4.158
H -0.337 -0.664 -0.954
H 2.272 0.871 -0.290
H 0.450 -0.207 1.845
H -1.070 -0.284 1.124
H -0.321 2.179 -1.775
H -0.161 1.064 1.006
*
```

The HOMO energy comes out at -0.49539 Eh. The value obtained for the lowest unoccupied orbital energy is -3.1 eV.

***

B | Here is a cluster of 3 separate species, C2H12NO2S in total from the Open Molecules 2025 dataset. Energies are from ωB97M-V/def2-TZVPD.

The geometry in ORCA input format:
```
! RIJCOSX wB97M-V def2-TZVPD def2/J DEFGRID3
* xyz 1 1
H -1.403 0.936 2.772
H 0.859 2.007 -1.190
H 0.395 0.863 -2.394
H -0.479 -0.651 -0.688
H 3.467 0.134 1.302
S 2.256 0.451 0.839
H 2.913 0.967 -1.480
H -1.199 0.904 -0.788
H -1.021 -0.390 3.096
C 0.817 0.960 -1.346
C 2.116 0.352 -1.021
O -1.290 0.159 2.287
H -2.755 -2.624 0.488
O -2.660 -2.065 -0.290
H -3.636 -2.057 -0.372
H 2.307 -0.777 -1.134
N -0.373 0.377 -0.551
H -0.311 0.454 0.471
*
```

The HOMO energy comes out at -0.47839 Eh. The value obtained for the lowest unoccupied orbital energy is -3.0 eV.

***

Most stable to least stable: A, B

***

A | Here is a cluster of 2 separate species, CH2FO4S in total from the Open Molecules 2025 dataset. Energies are from ωB97M-V/def2-TZVPD.

The geometry in ORCA input format:
```
! RIJCOSX wB97M-V def2-TZVPD def2/J DEFGRID3
* xyz -1 1
O 1.080 2.658 1.460
O 1.962 1.669 -0.553
O -1.211 2.259 -1.160
H -0.069 -0.214 -0.983
C -0.743 1.693 -0.259
F -1.528 1.541 0.872
S 0.914 1.615 0.413
O 0.894 0.259 1.261
H 0.703 -0.256 0.448
*
```

The HOMO energy comes out at -0.14267 Eh. The value obtained for the lowest unoccupied orbital energy is 3.9 eV.

***

B | Here is a cluster of 2 separate species, CH2FO4S in total from the Open Molecules 2025 dataset. Energies are from ωB97M-V/def2-TZVPD.

The geometry in ORCA input format:
```
! RIJCOSX wB97M-V def2-TZVPD def2/J DEFGRID3
* xyz -1 1
H -0.340 1.114 1.495
O -1.274 0.739 1.421
O -1.747 0.995 -1.085
H 0.376 -0.660 -1.502
S -1.397 0.017 -0.024
F 1.199 0.425 0.568
O 0.382 -1.910 0.155
C 0.149 -0.937 -0.491
O -2.401 -0.997 0.301
*
```

The HOMO energy comes out at -0.21004 Eh. The value obtained for the lowest unoccupied orbital energy is 4.0 eV.

***

Most stable to least stable: B, A

***

A | Here is a cluster of 4 separate species, CH12NO3 in total from the Open Molecules 2025 dataset. Energies are from ωB97M-V/def2-TZVPD.

The geometry in ORCA input format:
```
! RIJCOSX wB97M-V def2-TZVPD def2/J DEFGRID3
* xyz 1 1
H 1.363 1.014 1.664
H 0.406 -2.986 -1.381
H -1.214 -0.475 1.165
H -0.036 -0.957 0.310
H 1.096 1.762 -1.971
N -0.254 -0.173 0.933
H 0.169 0.481 2.987
C 0.741 0.156 2.106
H -2.431 0.295 -2.208
O -2.010 0.374 -1.329
H 1.795 -2.813 -0.665
H -2.173 1.273 -0.918
H -0.279 2.284 -1.469
H 1.470 -0.689 2.133
H -0.115 0.774 0.403
O 0.611 2.096 -1.068
O 0.864 -2.416 -0.693
*
```

The HOMO energy comes out at -0.56641 Eh. The value obtained for the lowest unoccupied orbital energy is -3.2 eV.

***

B | Here is a cluster of 4 separate species, CH12NO3 in total from the Open Molecules 2025 dataset. Energies are from ωB97M-V/def2-TZVPD.

The geometry in ORCA input format:
```
! RIJCOSX wB97M-V def2-TZVPD def2/J DEFGRID3
* xyz 1 1
H -1.488 0.471 1.296
H 2.284 -2.252 1.447
H -1.860 -1.334 -2.624
H 0.759 2.957 -1.459
H -1.071 -1.220 1.163
N 0.123 0.047 -0.025
H 3.245 -1.100 1.066
C -0.650 -0.220 1.218
H 0.286 1.062 -0.102
H 0.038 -0.143 2.052
H 0.002 3.528 -0.258
O -1.848 -1.155 -1.676
H -0.427 -0.289 -0.824
H 1.002 -0.470 0.082
O 0.015 2.780 -0.871
H -2.771 -1.209 -1.398
O 2.362 -1.452 0.914
*
```

The HOMO energy comes out at -0.58495 Eh. The value obtained for the lowest unoccupied orbital energy is -2.8 eV.

***

Most stable to least stable: B, A